(1)
DFT (wB97M-V/def2-TZVPD) results for a single C25H35N3O4 molecule.

The geometry in XYZ format:
```
67
Properties=species:S:1:pos:R:3
C -3.0174 -0.7735 -1.5698
H -5.3391 -2.3820 0.2058
C -5.8382 0.4837 -0.3176
C -4.3084 -2.1165 -0.0232
H -4.0629 -1.4600 2.7174
C -0.0587 1.4184 -1.0334
H -2.0347 -1.1985 -1.7964
C -2.3831 1.0020 0.0535
H -1.7010 2.7819 -0.8698
H -0.5950 2.5207 1.2974
H 1.0360 3.1494 1.5913
H 3.9656 2.7452 1.1332
C -3.8994 -0.8212 0.6899
H -5.0218 -1.4704 -1.9616
C 3.0390 1.6364 -0.4442
H 5.5358 0.9818 1.7324
H -5.8082 -0.4049 1.6163
O 5.6333 -1.4665 0.5396
C 4.8365 0.8064 0.9303
C 4.8197 -0.4065 0.2657
H -4.8862 2.3222 -0.6386
H 2.3743 0.3016 -1.9748
H -6.5780 -0.2201 -0.6776
H -1.4254 -2.2876 0.1894
H 1.9799 2.8504 -1.8598
C 0.8683 0.9984 1.6937
H 3.1235 -3.1502 -2.6371
H 6.1343 -1.1384 2.5277
H -2.9209 -0.1463 2.4724
H -4.7496 1.0058 1.4292
C 2.0230 2.7041 -0.7761
C -5.1215 0.1056 0.9387
H 1.9563 -1.9519 -2.0213
N -2.9946 -0.1541 -0.2549
O -2.4730 1.5129 1.1642
C -1.5857 1.7094 -1.0397
C 3.9442 1.8137 0.5859
C 0.1829 0.0151 -0.4931
N 0.6595 2.4595 -0.3277
H 1.9460 0.9624 1.8951
O 3.9359 -1.8180 -1.3890
O 0.0354 -0.9759 -1.1968
H -3.2610 -0.0368 -2.3404
H 7.1342 -2.2682 1.5818
H 7.3005 -0.5134 1.3269
H 0.3332 0.8444 2.6360
H -1.9857 1.4675 -2.0208
H -6.1312 1.8443 -1.8938
N 0.5350 -0.0811 0.7920
C -1.3420 -2.5542 1.2265
H -0.5540 -3.2505 1.4676
C -2.1275 -2.0720 2.1720
C 2.9778 -2.1013 -2.3844
C -5.6079 1.6001 -0.9843
H 0.6627 -1.0226 1.1408
H 3.1401 -1.4908 -3.2792
C -3.2626 -1.1012 2.0632
H -1.9557 -2.3819 3.1980
C 3.9009 -0.5993 -0.7912
C 0.4673 2.3580 1.1011
H -3.8054 -2.7452 -2.0496
C 3.0481 0.4313 -1.1442
C 6.5962 -1.3220 1.5511
H 0.2735 1.4310 -2.0766
H -3.6679 -2.9334 0.3053
H 2.3325 3.6498 -0.3213
C -4.1041 -1.8475 -1.5113
```

energy relative to the best compared isomer or geometry (same formula, charge and spin): 235.8 kJ/mol
SMILES: C=CCC1(CC=C)CCCN1C(=O)C[C@@H]1C(=O)NCCN1Cc1ccc(OC)c(OC)c1



(2)
DFT (wB97M-V/def2-TZVPD) results for a molecular structure, C25H35N4O2S in a non-equilibrium geometry.

The geometry in XYZ format:
```
67
Properties=species:S:1:pos:R:3
C 2.8643 4.0182 1.1950
H 1.9750 1.7697 -1.4799
C -4.4937 -7.6845 -1.7903
H -2.2570 -2.9542 -1.4123
C -3.3470 -2.7400 0.7293
H 1.2355 1.1337 3.4284
C -0.3917 0.0466 2.7989
C 4.4495 4.2453 -0.8962
H -2.6612 -4.8950 -2.8186
H 1.4562 2.2326 0.9983
C 4.2634 2.9773 -2.9157
C 3.6900 3.3394 -1.3788
H -4.7461 -5.1803 -4.0124
C 2.8050 3.1929 -3.9016
C -2.0447 -1.8857 1.0245
H 5.3177 3.3815 -4.4203
H -5.2949 -7.3322 -0.9880
H -1.6641 -4.2493 -0.2651
C 2.2901 2.8786 0.4417
H -5.0094 -8.4148 -2.3100
S 1.8125 4.9207 5.3898
H 6.0618 3.5764 -2.7327
O -1.0705 -1.7096 0.6118
H -0.3021 3.2001 5.7360
C 5.2617 3.9250 -3.4659
H -4.5429 -4.1949 -1.3517
C 2.5923 2.6678 -0.7007
C -2.7014 -3.7358 -0.4641
H 3.2033 5.1289 4.1061
C -5.2426 -6.0665 -3.5921
O 3.3804 5.1452 3.0598
C -0.3747 1.9271 4.1871
C 1.0649 3.8106 4.6579
H 0.1983 -0.6071 2.1505
H -3.4786 -1.1309 2.2693
H -4.1531 -2.2091 0.2647
H -3.4035 -3.6899 1.5465
H 4.7100 5.2058 1.2041
N -2.4318 -1.0427 2.1988
N 0.0514 3.1676 4.6401
H -3.5113 0.7145 3.6294
C -3.7896 -4.5776 -1.0522
H 4.7830 1.2261 -3.7562
H 1.0291 2.8457 2.7076
H 5.6299 1.2734 -2.1735
H -6.0376 -5.5350 -2.8456
H -5.8181 -6.6673 -3.9694
H 2.4890 4.1994 -3.8006
H 1.9950 2.5225 -3.5493
C 2.6465 4.1847 2.6243
H -4.1052 -5.1894 -0.2113
C -3.0658 -5.6058 -1.9100
H 3.7566 0.8726 -2.5124
N 1.7014 3.6503 3.2882
H -2.2530 2.4653 4.9524
C 3.8639 4.6876 0.4989
H -3.6658 -8.0385 -1.1881
C 0.1630 1.0146 3.2597
C -1.8905 -0.0996 2.9422
C -1.9142 1.9343 4.2755
N -4.2038 -6.6322 -2.7016
H -2.3962 -6.1434 -1.7571
H 3.2518 2.9831 -4.8068
C 4.5351 1.3141 -2.7886
H 4.8458 4.7317 -3.3209
C -2.3170 0.8358 3.6137
H 5.2058 4.8645 -1.1907
```

total charge: +1



Number 1: E -1438.82558 Ha, HOMO energy -7.880 eV, LUMO energy 0.78 eV. Number 2: E -1740.22216 Ha, HOMO energy -9.217 eV, LUMO energy -3.55 eV.